Record 1
# C25H25ClN6O4S

C25H25ClN6O4S in the gas phase in a non-equilibrium geometry (ωB97M-V/def2-TZVPD, the OMol25 dataset).

Structure (XYZ):
```
62
Properties=species:S:1:pos:R:3:forces:R:3:mulliken_charge:R:1
C -3.07715 -4.14336 -3.75756 -0.115 -0.144 -0.085 -0.955
O -2.30191 -3.15633 -3.11992 0.152 0.252 0.145 -0.366
C -2.93658 -2.07470 -2.58980 -0.154 0.247 0.153 0.328
C -4.31312 -1.88083 -2.59160 0.116 -0.300 -0.166 -0.581
C -4.83995 -0.73928 -2.00801 0.198 0.184 0.119 -0.708
C -4.01647 0.20123 -1.42510 -0.102 -0.114 -0.040 0.451
Cl -4.70856 1.61729 -0.70022 -0.147 0.052 -0.101 -0.238
C -2.62452 0.01818 -1.41070 -0.139 -0.255 -0.239 -0.422
N -1.84149 0.97037 -0.77943 -0.278 0.499 0.160 0.000
C -0.48822 1.07129 -0.74136 0.727 -0.267 -0.671 0.007
N 0.28144 0.31412 -1.48223 -0.571 0.236 0.227 -0.230
C 1.60999 0.57802 -1.51629 0.303 0.466 0.247 -0.228
C 2.46239 -0.22841 -2.28670 0.155 0.033 -0.019 -0.254
C 3.78836 0.10385 -2.40493 -0.099 -0.157 -0.107 -0.884
C 4.30433 1.23744 -1.76219 0.064 0.239 0.062 -0.284
C 3.49991 2.02142 -0.97397 0.103 -0.116 -0.105 -0.202
C 2.14595 1.69181 -0.82506 -0.062 -0.517 -0.362 0.098
N 1.36285 2.38785 0.03792 -0.767 0.193 0.356 -0.651
C 0.10898 2.06329 0.12956 0.923 -0.165 -0.623 0.125
N -0.65023 2.66138 1.12163 -0.592 -0.120 0.632 -0.210
S -1.51369 1.67515 2.22609 -0.098 0.147 0.126 1.244
O -1.19813 2.19000 3.51970 0.386 -0.001 0.080 -0.772
O -2.88738 1.67741 1.81856 0.107 -0.261 -0.025 -0.552
C -0.82024 0.05304 1.92731 -0.306 0.294 0.103 0.111
C -1.65208 -0.95741 1.48925 -0.187 -0.002 0.115 -0.553
C -1.07964 -2.14124 1.04920 0.040 0.101 0.091 -0.820
C 0.29415 -2.27923 1.02530 0.081 0.135 0.082 -0.542
C 1.12719 -1.25710 1.48961 -0.493 0.287 0.205 -0.333
N 2.49778 -1.43668 1.41538 0.102 -0.353 -0.132 0.193
C 3.49713 -0.58451 1.78053 0.157 -0.481 -0.247 -0.206
O 3.34696 0.48090 2.32897 -0.049 0.381 0.206 -0.684
C 4.87785 -1.18663 1.46462 0.285 0.181 0.174 1.992
C 5.89622 -0.05688 1.29479 -0.284 -0.092 0.088 -1.400
C 5.25757 -2.07202 2.65854 -0.109 0.123 -0.174 -1.744
N 4.74230 -2.03699 0.28149 0.194 -0.154 -0.143 -0.763
C 0.55203 -0.08178 1.97318 0.338 -0.089 0.181 -0.025
C -2.10418 -1.12351 -2.00221 0.014 -0.268 -0.135 -0.071
H -3.62958 -3.73372 -4.60884 0.008 -0.005 0.037 0.378
H -3.77868 -4.61641 -3.06276 0.014 0.030 -0.028 0.364
H -2.36850 -4.88889 -4.11490 -0.090 0.026 0.007 0.237
H -4.98484 -2.59449 -3.03913 -0.043 -0.088 -0.056 0.427
H -5.90632 -0.57945 -2.00965 -0.096 0.047 0.022 0.421
H -2.36213 1.62221 -0.19814 0.067 -0.096 -0.218 0.365
H 2.04430 -1.08476 -2.79241 -0.066 -0.091 -0.075 0.528
H 4.44354 -0.50230 -3.01520 0.029 -0.050 -0.060 0.398
H 5.34646 1.49170 -1.89533 0.060 0.028 0.024 0.410
H 3.87981 2.88413 -0.45060 0.050 0.094 0.091 0.428
H -0.10257 3.34427 1.63241 0.039 0.015 0.136 0.478
H -2.71728 -0.79678 1.47292 -0.157 -0.025 -0.093 0.570
H -1.70793 -2.94182 0.69241 -0.064 -0.078 -0.045 0.464
H 0.73916 -3.18266 0.63523 0.056 -0.128 -0.040 0.457
H 2.83467 -2.26354 0.92759 -0.030 0.191 0.050 0.312
H 6.89622 -0.46393 1.15686 0.060 -0.091 -0.022 0.400
H 5.88799 0.57961 2.17447 0.055 0.101 0.059 0.336
H 5.63458 0.55234 0.43242 0.033 0.052 -0.020 0.102
H 5.23860 -1.48863 3.57471 0.039 0.042 0.105 0.378
H 6.25928 -2.47447 2.52146 0.118 -0.038 -0.016 0.435
H 4.55937 -2.90027 2.75217 -0.050 -0.088 0.041 0.391
H 4.56885 -1.46353 -0.53993 0.050 -0.032 -0.007 0.060
H 5.60484 -2.54753 0.12384 -0.052 0.008 -0.003 0.307
H 1.17339 0.71511 2.34704 0.117 0.046 -0.044 0.733
H -1.03980 -1.27691 -2.01382 -0.039 -0.066 -0.022 0.751
```
Positions in Å, forces in eV/Å.

Computed properties:
multiplicity = 1
largest force on an atom = 0.022 hartree/bohr
gap between HOMO and LUMO = 7.7361 eV
HOMO level = -7.9 eV
calculated total energy = -2455.60465 a.u.
structure (SMILES) = COc1ccc(Cl)c(Nc2nc3ccccc3nc2NS(=O)(=O)c2cccc(NC(=O)C(C)(C)N)c2)c1



Record 2
# C25H25N2PPb

A molecular structure, C25H25N2PPb in a non-equilibrium geometry (ωB97M-V/def2-TZVPD, the OMol25 dataset).

Structure (XYZ):
```
54
Properties=species:S:1:pos:R:3:forces:R:3:mulliken_charge:R:1
C -1.15707 1.06221 -4.69958 0.389 0.469 -0.343 -0.702
C 0.23391 0.90815 -4.99585 -0.676 -0.535 -0.240 -0.612
C 0.97235 1.73270 -4.08831 0.312 -0.199 1.008 -0.651
C 0.03485 2.39313 -3.22868 0.409 0.305 -0.293 -0.328
C -1.26817 2.00421 -3.61578 -0.289 0.197 -0.691 -0.312
Pb 0.08418 -0.49586 -2.68834 -0.159 -0.694 1.367 0.818
N -1.47320 -2.18347 -2.34619 -0.211 2.152 0.597 -0.540
C -0.75161 -3.46804 -2.86757 -1.488 -0.368 -0.286 -0.191
C 0.52194 -3.13285 -3.62304 -1.831 0.049 1.764 -1.200
H 2.07934 1.77016 -3.99407 -1.014 0.123 -0.217 0.405
H 0.67432 0.18774 -5.71763 -0.417 0.787 0.492 0.489
H 0.29228 3.18220 -2.49953 -0.217 -0.750 -0.416 0.364
H -2.20392 2.54421 -3.34346 0.847 -0.809 0.053 0.448
H -1.98827 0.64454 -5.29229 0.585 0.206 0.552 0.382
H 0.45454 -2.82911 -4.61657 -0.072 0.295 -1.560 0.448
H -1.36287 -4.13084 -3.56264 0.243 1.150 0.530 0.303
H -2.41417 -1.55119 -2.17828 2.305 -3.568 -1.271 0.263
H 1.46006 -3.22363 -3.16487 1.165 -0.358 0.497 0.504
H -0.55047 -4.17799 -2.01003 -0.016 1.248 -0.512 0.269
N 0.51287 -0.27085 -0.59135 -0.565 -0.438 -0.800 -0.557
P 0.28695 -0.00766 0.91717 0.741 1.633 -1.928 1.263
C 1.74952 1.02900 1.38180 -0.576 -0.135 1.199 0.153
C 1.84069 1.66219 2.64557 0.476 -0.058 -0.577 -0.052
C 2.98159 2.39771 2.94462 0.702 0.188 -0.674 -0.659
C 4.02041 2.52186 1.98005 -0.201 -0.060 0.095 -0.420
C 3.91535 1.90474 0.72964 -0.617 -0.196 0.186 -0.566
C 2.76241 1.14897 0.43388 0.422 0.386 0.446 -0.559
C -1.22639 0.97210 1.30946 -0.459 -0.348 0.108 0.402
C -1.72263 1.03893 2.63067 0.193 0.045 -0.202 -0.407
C -2.93328 1.68210 2.90310 0.381 -0.039 -0.008 -0.708
C -3.65274 2.24274 1.84786 -0.014 0.123 -0.447 -0.453
C -3.19858 2.16254 0.52521 1.122 -0.583 -0.102 -0.561
C -1.97163 1.50962 0.23711 -0.335 -0.027 0.815 0.192
C 0.20388 -1.44599 1.97003 0.374 -0.286 0.178 0.252
C -0.87598 -2.31642 1.76208 0.220 -0.266 0.407 -0.378
C -1.00665 -3.44565 2.57318 0.235 0.251 -0.099 -0.612
C -0.02245 -3.69800 3.54433 -0.139 0.139 -0.046 -0.399
C 1.09814 -2.86785 3.69159 -0.227 -0.126 -0.052 -0.665
C 1.22836 -1.73603 2.88167 -0.473 -0.367 0.117 -0.259
H 1.03051 1.58464 3.37862 0.306 -0.021 -0.311 0.264
H 3.09610 2.90100 3.90512 -0.092 -0.147 -0.228 0.391
H 4.92088 3.11571 2.19738 -0.537 -0.302 0.045 0.344
H 4.69452 1.98963 -0.03946 -0.271 0.073 0.520 0.368
H 2.63783 0.65462 -0.52751 -0.016 0.104 0.265 0.379
H -1.14901 0.56578 3.44801 -0.406 0.284 -0.485 0.271
H -3.29591 1.75657 3.93900 0.126 -0.071 -0.609 0.364
H -4.58967 2.75520 2.04279 0.068 -0.076 0.039 0.367
H -3.75289 2.58150 -0.31547 -0.052 -0.044 0.398 0.411
H -1.60264 1.36280 -0.79520 -0.262 0.307 0.709 -0.147
H -1.57287 -2.12775 0.94296 0.082 0.067 0.311 0.325
H -1.87558 -4.10858 2.43822 0.600 0.278 0.167 0.378
H -0.14890 -4.55783 4.19629 0.119 0.084 -0.069 0.369
H 1.86214 -3.08767 4.44936 -0.387 0.007 -0.410 0.375
H 2.11767 -1.10600 2.95491 -0.403 -0.078 0.017 0.379
```
Positions in Å, forces in eV/Å.

Computed properties:
multiplicity = 1
largest force on an atom = 0.086 hartree/bohr
gap between HOMO and LUMO (spin up / spin down) = 5.6849 / 6.5786 eV
HOMO level (spin up / spin down) = -7.5 / -7.6 eV
calculated total energy = -1611.08986 a.u.



Record 3
# C25H25N3O4

C25H25N3O4 in the gas phase in a non-equilibrium geometry (ωB97M-V/def2-TZVPD, the OMol25 dataset).

Structure (XYZ):
```
57
Properties=species:S:1:pos:R:3:forces:R:3:mulliken_charge:R:1
O -1.41272 -2.07116 -2.61268 -0.160 -0.176 -0.230 -0.720
C -0.80396 -1.62238 -1.66940 0.446 -0.112 0.233 0.083
N -1.17707 -0.55858 -0.92026 -0.001 0.380 0.228 1.026
C -2.30271 0.25586 -1.07761 -0.199 0.034 -0.095 -0.153
C -3.36522 -0.08843 -1.90228 -0.008 -0.118 -0.131 -1.116
C -4.48883 0.71635 -1.96576 -0.014 0.130 0.092 -0.671
C -4.56516 1.86424 -1.19986 -0.141 0.015 -0.071 -0.805
C -3.50321 2.22411 -0.38764 0.149 -0.004 0.029 -0.377
C -2.35878 1.44130 -0.32311 -0.105 -0.076 -0.108 0.608
N -1.24599 1.75746 0.49881 -0.043 -0.031 0.027 0.611
C -1.51749 2.57763 1.66601 0.294 -0.092 0.305 -0.884
C -0.28417 2.53907 2.56892 -0.358 0.025 0.085 -0.288
O 0.85630 3.02940 1.90073 0.042 0.157 0.056 -0.503
C 1.10577 2.28809 0.73036 0.000 0.028 -0.399 -0.211
C -0.09540 2.30112 -0.21544 0.390 0.098 0.155 -0.734
C 0.44161 -2.36147 -1.14070 -0.255 -0.176 -0.610 0.163
C -0.05106 -3.39310 -0.11611 0.112 0.062 0.012 -1.389
C -0.36242 -2.69903 1.17180 0.044 -0.039 0.184 0.513
C -1.55203 -2.83024 1.86758 0.091 -0.014 -0.044 -0.956
C -1.73710 -2.13555 3.05158 -0.057 0.015 0.073 -0.810
C -0.73702 -1.31397 3.54360 -0.019 0.034 0.083 -0.458
C 0.44992 -1.16748 2.84392 0.052 -0.099 -0.055 -0.545
C 0.63393 -1.85378 1.65581 -0.031 -0.047 0.020 1.498
C 1.86239 -1.71811 0.80124 0.257 -0.060 0.456 -1.671
N 1.46050 -1.48708 -0.57563 -0.190 -0.104 -0.008 0.187
C 1.94031 -0.53701 -1.41819 -0.093 -0.184 -0.020 0.531
O 1.40068 -0.34089 -2.49891 0.230 0.075 0.000 -0.689
C 3.11875 0.26829 -1.06060 0.216 1.005 -0.844 0.299
C 3.56984 1.36205 -1.75903 -0.427 -0.701 0.345 -0.430
C 4.75090 1.78715 -1.11786 0.167 -0.267 0.439 -0.556
C 4.94365 0.92310 -0.08270 0.308 0.650 -0.327 -0.536
O 3.96868 0.00504 -0.03699 -0.119 -0.395 0.180 -0.360
H -0.58445 -0.27524 -0.14976 -0.007 -0.122 -0.037 -0.766
H -3.30242 -0.98880 -2.48910 0.012 -0.035 -0.001 0.531
H -5.30815 0.43713 -2.61035 -0.069 -0.039 -0.060 0.406
H -5.44387 2.49062 -1.23833 -0.074 0.051 -0.003 0.404
H -3.56787 3.13201 0.19212 0.038 0.074 0.078 0.405
H -2.37821 2.16678 2.19647 -0.002 0.058 0.010 0.501
H -1.71771 3.62829 1.39976 -0.058 -0.066 -0.001 0.371
H -0.42324 3.17867 3.44198 -0.046 -0.069 -0.014 0.444
H -0.11207 1.50281 2.89439 -0.049 0.112 -0.014 -0.109
H 1.97561 2.74522 0.25594 -0.029 -0.110 -0.003 0.279
H 1.34072 1.24663 0.99996 0.024 -0.006 -0.050 0.213
H 0.11742 1.70340 -1.10283 0.006 -0.010 -0.020 0.638
H -0.28736 3.33931 -0.53352 -0.016 -0.072 -0.030 0.223
H 0.86260 -2.87354 -2.01607 -0.184 0.131 0.118 0.629
H -0.92504 -3.90285 -0.52206 0.077 -0.006 -0.044 0.548
H 0.73073 -4.14044 0.05189 -0.026 -0.026 -0.042 0.372
H -2.32980 -3.47399 1.48488 -0.103 -0.065 -0.057 0.478
H -2.66485 -2.23717 3.59400 -0.089 -0.007 0.051 0.414
H -0.88321 -0.78091 4.47128 -0.024 0.052 0.084 0.432
H 1.23492 -0.52950 3.22583 0.066 0.099 0.016 0.474
H 2.48058 -0.89484 1.15191 -0.119 -0.179 -0.022 0.521
H 2.46237 -2.63846 0.85717 0.021 0.140 0.035 0.367
H 3.09830 1.78630 -2.62068 -0.150 0.022 -0.197 0.579
H 5.37222 2.61506 -1.38966 0.179 0.158 0.002 0.486
H 5.71038 0.85763 0.66418 0.044 -0.095 0.139 0.503
```
Positions in Å, forces in eV/Å.

Computed properties:
multiplicity = 1
largest force on an atom = 0.026 hartree/bohr
gap between HOMO and LUMO = 8.5031 eV
energy above the lowest of the compared OMol25 structures with the same formula, charge and spin = 234.80 kJ/mol
HOMO level = -8.0 eV
calculated total energy = -1432.91365 a.u.
structure (SMILES) = O=C(Nc1ccccc1N1CCOCC1)[C@@H]1Cc2ccccc2CN1C(=O)c1ccco1